1.
Below is C20H28NO3W as an isolated structure in a non-equilibrium geometry, with properties calculated with ωB97M-V with the def2-TZVPD basis set.

- HOMO (spin up / spin down) (eV) = -9.875 / -10.154
- LUMO (spin up / spin down) (eV) = -2.829 / -4.146
- Kohn-Sham gap (spin up / spin down) (eV) = 7.05 / 6.01

Geometry as ORCA input:
```
! RIJCOSX wB97M-V def2-TZVPD def2/J DEFGRID3
* xyz 1 3
O 0.573 1.193 -1.808
C 0.049 1.010 -3.164
C 1.268 1.701 -3.755
H -0.902 1.533 -3.259
H -0.092 -0.045 -3.393
C 1.693 2.022 -2.305
H 1.068 2.564 -4.376
H 1.955 1.023 -4.256
C 1.467 3.462 -1.921
H 0.422 3.744 -2.059
H 2.083 4.112 -2.552
H 1.740 3.651 -0.880
C 3.028 1.496 -1.863
H 3.216 0.496 -2.254
H 3.091 1.455 -0.771
H 3.821 2.159 -2.222
W 0.000 -0.002 0.005
C 0.964 -1.982 0.924
C -0.250 -2.386 0.190
C -0.022 -2.130 -1.158
H -1.162 -2.699 0.668
C 1.294 -1.613 -1.309
C 1.890 -1.478 -0.026
H 2.865 -1.122 0.193
H 1.112 -2.036 1.987
H -0.734 -2.281 -1.929
H 1.744 -1.339 -2.236
C -0.517 0.422 2.296
C 0.849 0.734 2.136
C 0.894 1.814 1.228
H 1.670 0.228 2.567
C -0.458 2.155 0.868
C -1.348 1.286 1.551
H -2.393 1.246 1.454
H -0.954 -0.385 3.004
H 1.780 2.309 0.916
H -0.754 2.906 0.174
O -0.055 3.686 -6.659
C 1.276 4.122 -6.999
C 1.198 4.858 -8.334
H 1.935 3.240 -7.082
H 1.654 4.747 -6.182
C 0.028 4.130 -9.016
H 2.116 4.818 -8.894
H 0.927 5.905 -8.165
C -0.892 3.852 -7.828
H 0.383 3.186 -9.440
H -0.446 4.707 -9.791
H -1.495 2.948 -7.953
H -1.579 4.699 -7.665
O -1.026 -2.299 3.747
C -0.778 -1.745 2.811
N -0.523 -1.022 1.705
*
```

2.
Below is a 3-piece molecular cluster, C3H7ClNO3S overall in a non-equilibrium geometry, with properties calculated with ωB97M-V with the def2-TZVPD basis set.

- HOMO (eV) = -4.968
- LUMO (eV) = 2.530
- Kohn-Sham gap (eV) = 7.50

Geometry as ORCA input:
```
! RIJCOSX wB97M-V def2-TZVPD def2/J DEFGRID3
* xyz -1 1
C -0.564 -2.041 2.033
C -1.119 1.517 0.886
C -0.306 0.807 1.780
N 1.271 0.112 -4.555
O -0.811 -0.778 1.474
O 0.695 -3.612 3.694
O 0.552 0.891 2.584
S 0.419 -2.117 3.385
Cl 0.336 2.640 -1.526
H -0.606 -2.800 1.262
H -0.631 1.885 -0.041
H -1.584 2.421 1.225
H -1.902 0.778 0.551
H 2.233 -0.109 -4.777
H 0.860 -0.551 -3.873
H 1.158 0.956 -4.102
*
```

3.
Below is C24H27IrN6OSe as an isolated structure in a non-equilibrium geometry, with properties calculated with ωB97M-V with the def2-TZVPD basis set.

- HOMO (spin up / spin down) (eV) = -17.399 / -18.684
- LUMO (spin up / spin down) (eV) = -12.106 / -14.448
- Kohn-Sham gap (spin up / spin down) (eV) = 5.29 / 4.24

Geometry as ORCA input:
```
! RIJCOSX wB97M-V def2-TZVPD def2/J DEFGRID3
* xyz 4 5
Ir 0.885 1.058 -0.074
Se 4.237 7.688 -0.906
N 4.582 6.207 0.152
C 3.487 5.481 0.226
C 3.467 4.139 0.855
C 4.377 3.653 1.803
C 4.173 2.330 2.311
C 3.200 1.492 1.822
N 2.334 1.979 0.839
C 2.496 3.276 0.379
C 1.418 3.760 -0.417
N 0.446 2.805 -0.594
C -0.814 3.118 -1.137
C -0.976 4.401 -1.608
C -0.009 5.376 -1.475
C 1.169 5.122 -0.678
C 2.267 6.044 -0.386
N 2.488 7.132 -1.055
H 5.167 4.278 2.148
H 4.862 1.894 3.041
H 2.836 0.604 2.370
H -1.473 2.319 -1.316
H -1.881 4.757 -2.131
H -0.130 6.365 -1.895
C -5.119 -4.932 -0.963
C -4.066 -3.833 -0.759
C -3.495 -3.600 0.477
C -2.710 -2.471 0.708
C -2.194 -2.313 2.089
C -2.300 -1.670 -0.410
C -1.531 -0.477 -0.118
O -0.719 0.066 -0.978
C -2.705 -1.998 -1.750
C -2.272 -1.210 -2.905
C -3.680 -3.012 -1.831
H -4.922 -5.806 -0.329
H -5.086 -5.319 -2.017
H -6.099 -4.458 -0.768
H -3.682 -4.264 1.300
H -1.100 -2.135 2.231
H -2.332 -3.258 2.660
H -2.641 -1.483 2.611
H -1.999 0.090 0.804
H -1.585 -0.417 -2.583
H -3.153 -0.846 -3.408
H -1.736 -1.798 -3.690
H -4.239 -3.272 -2.798
N 2.044 -4.502 0.429
C 1.717 -3.202 1.278
C 1.312 -2.053 0.336
N 1.075 -0.668 1.009
H 2.259 -5.343 1.054
H 2.923 -4.306 -0.146
H 1.268 -4.715 -0.225
H 2.656 -2.971 1.894
H 0.908 -3.455 1.988
H 0.442 -2.404 -0.307
H 2.193 -1.863 -0.368
H 1.791 -0.609 1.735
H 0.170 -0.775 1.472
*
```

4.
Below is one molecule with the formula C5H11N in a non-equilibrium geometry, with properties calculated with ωB97M-V with the def2-TZVPD basis set.

- SMILES = C=CNC(C)C
- HOMO (eV) = -8.071
- LUMO (eV) = 1.117
- Kohn-Sham gap (eV) = 9.19

Geometry as ORCA input:
```
! RIJCOSX wB97M-V def2-TZVPD def2/J DEFGRID3
* xyz 0 1
C 2.547 0.539 -0.045
C 1.612 0.504 0.906
N 0.184 0.574 0.760
C -0.503 0.014 -0.376
C -1.953 0.670 -0.374
C -0.599 -1.503 -0.291
H 3.600 0.588 0.215
H 2.293 0.540 -1.098
H 1.918 0.517 1.952
H -0.294 0.413 1.646
H -0.021 0.303 -1.317
H -1.898 1.646 -0.867
H -2.672 0.051 -0.918
H -2.351 0.823 0.635
H -1.191 -1.897 -1.124
H 0.395 -1.959 -0.348
H -1.068 -1.824 0.644
*
```

For each record above, in turn, the calculated energy above the lowest of the compared OMol25 structures with the same formula, charge and spin values are 155.0 49.7 19.4 17.8 kcal/mol.
For each record above, in turn, the calculated total energy values are -30633.83310 -34214.45243 -104453.68222 -6852.75647 eV.